{
  "formula": "C33H33N2O3",
  "method": "ωB97M-V/def2-TZVPD",
  "multiplicity": 1,
  "total_energy_ev": -43871.357,
  "e_above_lowest_kj_mol": 0.00,
  "orbital_gap_ha": 0.123,
  "lumo_ev": -5.12,
  "total_charge": 1,
  "homo_ha": -0.3108,
  "species": ["C", "C", "C", "C", "O", "C", "C", "C", "C", "C", "C", "C", "C", "O", "C", "C", "C", "C", "C", "H", "H", "H", "H", "H", "H", "H", "H", "H", "H", "H", "H", "H", "H", "H", "C", "N", "C", "H", "C", "C", "C", "C", "O", "C", "C", "C", "N", "C", "C", "C", "C", "C", "C", "C", "H", "H", "H", "H", "H", "H", "H", "H", "H", "H", "H", "H", "H", "H", "H", "H", "H"],
  "coordinates": [[6.41544, -3.82380, -1.35207], [5.83796, -2.40610, -1.21783], [4.70562, -2.58187, -0.25305], [4.69729, -3.94209, 0.14954], [5.65936, -4.70251, -0.44206], [3.76610, -4.41959, 1.07889], [2.86565, -3.53743, 1.62801], [2.71431, -2.19285, 1.11913], [1.67672, -1.28643, 1.48741], [0.61385, -1.53770, 2.40542], [0.11619, -0.46380, 3.20777], [-0.87077, -0.68120, 4.14699], [-1.38537, -1.99031, 4.31395], [-2.37645, -2.08202, 5.24126], [-2.57417, -0.73529, 5.80624], [-1.63736, 0.22648, 5.05964], [-0.92145, -3.06966, 3.55012], [0.02822, -2.83650, 2.58757], [3.74400, -1.72671, 0.24104], [6.30282, -4.22375, -2.36764], [7.47292, -3.87287, -1.06576], [6.60287, -1.72104, -0.83279], [5.49609, -2.02792, -2.18678], [3.80678, -5.47376, 1.34270], [2.28141, -3.86630, 2.48402], [1.84014, -0.24067, 1.20041], [0.59177, 0.51984, 3.13805], [-3.63370, -0.47988, 5.68371], [-2.34032, -0.78671, 6.87774], [-0.99238, 0.77024, 5.75795], [-2.22262, 0.96673, 4.49790], [-1.34393, -4.05006, 3.74711], [0.37469, -3.66659, 1.97591], [3.76904, -0.66732, -0.02749], [0.09565, 3.79806, -0.58893], [0.23581, 2.70162, -1.51357], [-0.35265, 1.38580, -1.26578], [0.25312, 0.77521, -0.49962], [-1.79834, 1.42593, -0.79202], [-2.13968, 0.83617, 0.43202], [-3.45021, 0.85580, 0.88010], [-4.47351, 1.46494, 0.11574], [-5.74081, 1.44114, 0.60738], [-6.83464, 2.02772, -0.13555], [-4.11855, 2.06042, -1.11880], [-2.79655, 2.03669, -1.55319], [-0.16031, 0.76850, -2.56504], [-0.68334, -0.53814, -2.85761], [0.36637, 1.63754, -3.48656], [0.59923, 2.85992, -2.83275], [0.84935, 4.02578, -3.57056], [0.96824, 3.90499, -4.95834], [0.74801, 2.68277, -5.60428], [0.39718, 1.53938, -4.88309], [0.50011, 4.69947, -1.05988], [-0.95950, 3.97862, -0.33933], [0.64645, 3.59136, 0.33775], [-1.35793, 0.36084, 1.02142], [-3.72524, 0.39901, 1.82577], [-7.69890, 1.84888, 0.50402], [-6.69183, 3.10677, -0.27978], [-6.97661, 1.53183, -1.10491], [-4.88541, 2.53606, -1.73211], [-2.55879, 2.50926, -2.51335], [-0.49018, -0.76707, -3.90980], [-0.19632, -1.28661, -2.21646], [-1.76596, -0.57370, -2.67263], [0.92395, 4.98193, -3.06017], [1.22284, 4.77638, -5.55342], [0.83674, 2.62771, -6.68422], [0.13152, 0.59841, -5.35544]],
  "forces_ev_per_angstrom": [[0.2, -0.3, -0.2], [0.3, 0.4, -0.2], [-0.4, -0.4, 0.5], [0.5, 0.0, -0.9], [-1.1, 1.4, 0.6], [0.3, -0.3, 0.1], [-0.3, 0.2, -0.3], [0.0, 0.0, 0.3], [1.1, -0.6, 1.2], [-0.4, -0.3, -0.2], [-0.1, 0.1, 0.2], [0.0, -0.8, -0.5], [-0.4, 0.4, 0.3], [1.2, 0.6, -1.0], [-0.2, -0.2, 0.3], [0.0, 0.5, 0.1], [-0.5, -0.1, 0.4], [0.6, 0.3, 0.1], [0.3, 0.0, -0.5], [0.0, 0.0, 0.4], [-0.4, -0.1, 0.0], [-0.2, 0.0, -0.1], [0.1, 0.0, 0.2], [0.0, 0.3, 0.3], [0.0, 0.1, -0.4], [-0.1, -0.3, 0.0], [-0.3, -0.2, -0.2], [0.3, -0.2, 0.0], [-0.1, -0.1, -0.3], [-0.1, -0.1, -0.2], [0.3, -0.1, 0.0], [0.1, 0.1, -0.3], [-0.3, 0.3, 0.0], [-0.2, -0.3, -0.1], [-0.1, -0.2, -0.1], [0.1, 0.0, 0.8], [0.8, -0.2, -0.1], [-0.6, 0.7, -0.4], [0.0, -0.2, 0.3], [-0.2, 0.4, -0.6], [-0.8, 0.2, 0.0], [0.6, 0.2, -0.7], [0.1, 0.1, -0.1], [0.5, -0.2, 0.3], [-0.4, -0.2, 0.5], [0.0, 0.0, 0.0], [-0.1, -0.7, 0.3], [0.0, 0.2, 0.2], [-0.5, 0.7, -1.1], [-0.5, 0.6, -1.2], [0.1, -0.9, 0.6], [0.0, -0.4, -0.4], [0.2, 0.5, 0.1], [0.3, 0.0, 1.0], [-0.1, -0.2, 0.3], [0.2, 0.0, 0.0], [-0.1, 0.2, -0.1], [-0.2, 0.0, 0.0], [0.0, 0.0, -0.1], [0.1, 0.1, -0.2], [0.0, -0.2, 0.0], [0.1, 0.1, 0.2], [0.3, -0.1, 0.2], [0.1, -0.2, 0.4], [-0.1, -0.1, 0.3], [-0.1, -0.1, -0.2], [0.1, -0.1, -0.1], [0.1, -0.1, -0.3], [-0.1, -0.1, 0.1], [-0.1, 0.0, 0.1], [0.1, 0.2, -0.1]]
}

***

{
  "formula": "C5H11NS",
  "method": "ωB97M-V/def2-TZVPD",
  "multiplicity": 1,
  "total_energy_ev": -17686.617,
  "e_above_lowest_kj_mol": 178.13,
  "orbital_gap_ha": 0.339,
  "lumo_ev": 0.60,
  "total_charge": 0,
  "smiles": "C=CN=C.CSC",
  "homo_ha": -0.3170,
  "species": ["C", "C", "N", "C", "H", "H", "H", "H", "H", "C", "S", "C", "H", "H", "H", "H", "H", "H"],
  "coordinates": [[1.01739, -1.83649, 0.51769], [0.20722, -2.64387, -0.22210], [-1.10930, -2.37625, -0.63768], [-1.86931, -1.77667, 0.22903], [0.82517, -0.76168, 0.64174], [1.88339, -2.24621, 1.02528], [0.48674, -3.65570, -0.50091], [-2.86762, -1.43762, -0.03408], [-1.65007, -1.87198, 1.27530], [-0.96654, 1.84326, 0.55413], [0.84956, 1.88954, 0.43425], [1.02036, 1.93116, -1.33110], [-1.42936, 0.94453, 0.13346], [-1.41683, 2.72330, 0.04502], [-1.29156, 1.84902, 1.60765], [2.07337, 1.80665, -1.54749], [0.40677, 1.12841, -1.78110], [0.69730, 2.81807, -1.83497]],
  "forces_ev_per_angstrom": [[-1.2, -0.4, -0.7], [0.2, -0.1, 1.3], [-0.5, 2.4, 0.6], [0.6, -2.0, -1.4], [-0.2, -0.6, 0.1], [0.2, 0.1, -0.6], [0.3, 0.0, 0.2], [0.1, 0.0, -0.3], [0.4, 0.6, 0.7], [-0.6, 0.5, 0.0], [-0.7, 0.2, 0.6], [-0.5, -1.0, -0.7], [0.4, 0.0, -0.2], [0.3, -0.5, 0.4], [0.4, 0.2, -0.3], [0.2, -0.3, -0.1], [0.6, 0.0, 0.2], [-0.2, 0.9, 0.1]]
}

***

{
  "formula": "C3H3FS",
  "method": "ωB97M-V/def2-TZVPD",
  "multiplicity": 1,
  "total_energy_ev": -16707.519,
  "e_above_lowest_kj_mol": 319.09,
  "orbital_gap_ha": 0.272,
  "lumo_ev": -1.10,
  "total_charge": 0,
  "homo_ha": -0.3126,
  "species": ["C", "C", "C", "H", "H", "H", "F", "S"],
  "coordinates": [[0.21849, 0.22385, 1.01092], [0.68469, 0.49819, -0.25697], [-0.37586, -0.50659, -1.04636], [-0.81521, -0.51143, 1.19966], [1.38473, 1.14218, -0.90310], [-0.10848, -0.90786, -1.99357], [0.76962, 0.89354, 2.09136], [-1.75797, -0.83187, -0.10194]],
  "forces_ev_per_angstrom": [[3.0, 1.7, 1.4], [-3.6, -2.7, -1.3], [0.1, 2.5, 4.4], [3.4, 2.2, 0.4], [-1.0, -1.2, 1.9], [-0.2, -0.3, -0.7], [-0.6, -0.6, -1.0], [-1.1, -1.6, -5.0]]
}

***

{
  "formula": "C2H3CuLiO2",
  "method": "ωB97M-V/def2-TZVPD",
  "multiplicity": 1,
  "total_energy_ev": -51055.717,
  "e_above_lowest_kj_mol": 0.00,
  "orbital_gap_ha": 0.329,
  "lumo_ev": -4.68,
  "total_charge": 1,
  "homo_ha": -0.5007,
  "species": ["H", "O", "C", "C", "O", "Cu", "Li", "H", "H"],
  "coordinates": [[2.18005, 0.45464, -0.07362], [-1.14342, -0.22519, -0.03062], [-0.05889, 0.61511, 0.02256], [1.24290, -0.11729, 0.09867], [1.29476, -1.33677, 0.04119], [-0.65372, -2.24962, 0.00445], [-2.83678, 0.26652, -0.10376], [-0.05997, 1.30210, 0.89877], [0.03506, 1.29049, -0.85765]],
  "forces_ev_per_angstrom": [[-0.3, -0.1, 0.7], [-1.0, -0.5, 0.0], [0.5, 0.6, 0.5], [0.4, -0.5, -1.7], [-0.1, 0.1, 0.5], [0.4, 0.9, 0.0], [0.2, 0.0, 0.0], [-0.1, -0.2, -0.2], [0.0, -0.3, 0.2]]
}

***

{
  "formula": "C22H35N2O4PRuS4SiTe4",
  "method": "ωB97M-V/def2-TZVPD",
  "multiplicity": 1,
  "total_energy_ev": -126809.113,
  "e_above_lowest_kj_mol": 255.80,
  "orbital_gap_ha": [0.133, 0.133],
  "lumo_ev": [3.58, 3.58],
  "total_charge": -2,
  "homo_ha": [-0.0016, -0.0016],
  "species": ["Ru", "Te", "Te", "Te", "Te", "C", "C", "O", "P", "S", "S", "O", "C", "C", "H", "H", "H", "H", "H", "H", "H", "H", "H", "H", "C", "C", "C", "C", "C", "C", "C", "S", "C", "O", "H", "H", "H", "H", "H", "H", "H", "H", "H", "H", "N", "C", "N", "C", "C", "C", "C", "C", "C", "S", "H", "H", "H", "H", "H", "H", "C", "Si", "C", "C", "O", "H", "H", "H", "H", "H", "H", "H", "H", "H"],
  "coordinates": [[0.24329, 0.67008, 0.87355], [1.96699, 3.59858, 4.15235], [3.16389, 4.78028, 6.11015], [1.01979, 4.20708, 1.90425], [0.83109, 1.99838, 2.54065], [-3.60121, 1.57418, -1.34045], [-2.18861, 1.04048, -1.28025], [-1.20921, 1.97818, -1.36485], [-0.58841, 2.42778, 0.08045], [0.53339, 3.84008, -0.53325], [-1.30201, 1.09638, 2.09045], [-1.97731, 3.21538, 0.52725], [-2.31231, 4.14678, 1.54515], [-1.96401, 5.56848, 1.13795], [-4.28671, 0.72738, -1.29075], [-3.72661, 2.10018, -2.28355], [-3.80631, 2.25208, -0.51545], [-2.05151, 0.32918, -2.09935], [-2.07741, 0.43298, -0.34145], [-1.85581, 3.87278, 2.51125], [-3.39231, 4.01528, 1.68585], [-1.14491, 5.54088, 0.41645], [-1.65561, 6.15158, 2.01475], [-2.81251, 6.03648, 0.64065], [-3.08561, -3.38862, -5.27045], [-2.43201, -2.78132, -4.06555], [-2.88351, -3.06652, -2.78455], [-2.23341, -2.54982, -1.67565], [-1.11751, -1.74592, -1.84215], [-0.66121, -1.45372, -3.11625], [-1.32241, -1.95392, -4.22165], [-0.17551, -1.25802, -0.34715], [0.77359, -2.79222, -0.59365], [0.68609, -0.15362, -0.87835], [-4.00741, -3.89802, -4.99985], [-2.41501, -4.11572, -5.73105], [-3.30981, -2.63062, -6.01955], [-3.74791, -3.70102, -2.64015], [-2.59591, -2.78082, -0.67625], [0.20779, -0.81502, -3.24635], [-0.96771, -1.70722, -5.21385], [1.20399, -2.71322, -1.58935], [0.06219, -3.61432, -0.53065], [1.56159, -2.90952, 0.14715], [3.55369, 3.90978, -0.79325], [3.42719, 2.58988, -0.82175], [3.31779, 1.85368, 0.23035], [3.50359, 0.52038, -0.03525], [3.63469, -0.47122, 0.93375], [3.84529, -1.76932, 0.50875], [3.92049, -2.08262, -0.84535], [3.80229, -1.09942, -1.81675], [3.62259, 0.20438, -1.40395], [3.56369, 1.67308, -2.36455], [3.51499, 4.37878, 0.11465], [3.49849, 4.46598, -1.62735], [3.60409, -0.19792, 1.98625], [3.93819, -2.55362, 1.24885], [4.08469, -3.10922, -1.15155], [3.85469, -1.34212, -2.87115], [-1.57421, -1.78002, 2.83495], [0.36469, -1.70902, 2.90845], [1.07639, -0.87972, 4.50705], [0.79589, -3.53952, 3.00895], [0.90769, -1.23332, 1.48535], [-1.88861, -2.81962, 2.86535], [-1.96491, -1.41252, 1.85995], [-2.09111, -1.24542, 3.63155], [1.14259, -1.66872, 5.24895], [0.48969, -0.05952, 4.95745], [2.08749, -0.45532, 4.37715], [0.50159, -3.89712, 3.98765], [1.85979, -3.71572, 2.88665], [0.26099, -4.12662, 2.26245]],
  "forces_ev_per_angstrom": [[3.1, -2.2, -7.1], [3.5, 0.7, 7.6], [1.0, 1.6, 1.4], [0.6, 10.7, -3.9], [-1.1, -7.5, 5.9], [0.0, 0.1, 0.0], [-1.4, -2.1, 0.3], [0.4, 1.0, -0.5], [-2.5, 1.0, -2.9], [1.4, 2.0, -3.4], [-5.4, 1.0, 7.2], [0.0, -0.1, -0.2], [0.1, -0.6, 0.4], [0.0, 0.1, 0.0], [-0.2, 0.0, -0.1], [-0.2, 0.1, -0.1], [0.0, 0.0, 0.0], [-0.1, 0.2, 0.0], [-0.3, 0.4, -0.6], [0.0, 0.0, -0.4], [0.0, 0.1, 0.0], [-0.1, 0.1, 0.2], [-0.1, 0.0, -0.2], [-0.1, 0.2, 0.0], [0.0, 0.0, 0.0], [0.0, 0.0, -0.1], [0.0, 0.0, 0.0], [0.1, 0.2, 0.2], [0.1, -0.1, -0.1], [0.1, 0.2, -0.2], [-0.1, -0.1, 0.2], [-1.6, -4.5, -2.0], [0.2, -0.2, 0.2], [1.4, -0.8, -3.0], [-0.1, 0.0, 0.0], [0.0, -0.1, -0.1], [-0.1, 0.0, -0.1], [-0.1, -0.1, -0.1], [0.1, 0.1, 0.0], [0.0, 0.0, 0.2], [0.0, 0.0, -0.1], [0.0, -0.1, -0.1], [0.0, -0.1, -0.1], [-0.3, 0.3, -0.1], [0.7, 1.3, 0.2], [0.0, -1.4, -0.1], [0.4, 0.6, 0.5], [0.1, 0.0, -0.4], [0.1, 0.2, -0.2], [0.1, 0.0, 0.1], [0.1, -0.1, -0.1], [0.0, 0.0, -0.1], [0.0, 0.1, 0.2], [-0.1, 0.0, 0.6], [-0.3, -0.4, -0.5], [-0.2, -0.1, 0.1], [-0.1, -0.1, -0.2], [0.0, -0.1, 0.0], [0.0, 0.0, 0.0], [0.1, -0.1, 0.0], [0.2, -0.2, -0.3], [-1.2, -0.2, 0.6], [-0.2, 0.3, -0.6], [0.1, 0.1, 0.2], [1.4, 0.2, 1.0], [0.0, -0.5, 0.3], [0.4, 0.0, 0.7], [0.0, 0.1, -0.1], [0.1, -0.2, 0.3], [0.0, -0.3, -0.4], [-0.3, -0.3, -0.1], [-0.1, -0.3, 0.4], [0.3, -0.1, 0.0], [-0.1, 0.1, -0.1]]
}

***

Question: What is the formula in the first record?
Answer: C33H33N2O3